Entry i
Below is an isolated molecule of C6H8, with properties calculated with ωB97M-V with the def2-TZVPD basis set.

Last column: Löwdin charge in e.
Cartesian coordinates (Å):
C 0.500 1.538 -0.144  0.050
C 0.498 0.255 0.288  -0.350
C -1.890 -0.302 -0.609  -0.096
C -1.932 0.295 0.786  0.124
C -0.789 -0.508 0.539  -0.316
C 1.734 -0.582 0.330  -0.070
H 1.365 2.039 -0.555  0.063
H -2.663 -1.027 -0.708  0.081
H -1.541 0.180 -1.452  0.069
H -0.398 2.066 -0.198  0.035
H -0.767 -1.460 1.028  0.127
H 1.858 -1.178 1.242  0.083
H 2.530 0.100 -0.189  0.118
H 1.494 -1.416 -0.357  0.083

Summary:
Kohn-Sham gap = 0.2953 hartree
LUMO energy = -0.40 eV

Entry ii
Below is an isolated molecule of C6H8, with properties calculated with ωB97M-V with the def2-TZVPD basis set.

Last column: Löwdin charge in e.
Cartesian coordinates (Å):
C 2.959 -0.416 -0.054  0.106
C 1.781 -0.220 0.112  -0.109
C 0.383 -0.010 0.474  -0.327
C -0.445 1.164 -0.126  -0.139
C -1.646 0.200 -0.292  -0.175
C -0.709 -1.002 -0.021  -0.140
H 4.005 -0.590 -0.175  0.020
H 0.354 0.047 1.568  0.141
H -0.583 2.001 0.565  0.101
H -0.068 1.552 -1.079  0.110
H -2.405 0.333 0.484  0.101
H -2.146 0.213 -1.266  0.098
H -0.446 -1.555 -0.931  0.111
H -1.032 -1.716 0.742  0.101

Summary:
Kohn-Sham gap = 0.4016 hartree
LUMO energy = 1.15 eV

Entry iii
Below is a cluster of 2 separate species, C6H8 in total, with properties calculated with ωB97M-V with the def2-TZVPD basis set.

Last column: Löwdin charge in e.
Cartesian coordinates (Å):
C -1.367 -0.792 -0.083  -0.370
C 2.972 0.402 -0.400  -0.022
C -0.500 -1.655 -0.463  0.163
C 2.231 -0.330 0.465  -0.041
C -2.706 -0.059 -0.209  -0.126
C -1.609 0.673 0.304  -0.136
H 3.969 0.777 -0.584  0.051
H 2.458 0.590 -1.253  -0.007
H 1.323 -0.831 0.431  -0.045
H 2.437 -0.612 1.423  0.011
H -2.960 -0.021 -1.235  0.097
H -3.435 -0.571 0.568  0.161
H -1.653 1.040 1.416  0.155
H -1.161 1.387 -0.381  0.111

Summary:
Kohn-Sham gap = 0.3541 hartree
LUMO energy = -0.12 eV

In order of decreasing stability: entry ii, entry i, entry iii.

Entry i
Below is a structure of composition C6H8, with properties calculated with ωB97M-V with the def2-TZVPD basis set.

Last column: Löwdin charge in e.
Cartesian coordinates (Å):
C -0.367 1.229 -0.778  -0.088
C 0.024 0.283 0.838  -0.177
C -0.901 -0.513 -0.537  -0.142
C -0.914 -0.868 0.907  -0.203
C 1.400 -0.089 0.708  -0.204
C 2.586 -0.334 0.665  0.113
H -1.194 1.877 -0.493  0.079
H -0.403 1.062 -1.868  0.079
H 0.579 1.744 -0.616  0.072
H -0.267 -1.128 -1.170  0.120
H -1.873 -0.275 -0.961  0.113
H -1.853 -0.699 1.438  0.105
H -0.470 -1.840 1.117  0.115
H 3.633 -0.545 0.648  0.019

Summary:
Kohn-Sham gap = 0.3042 hartree
LUMO energy = 0.78 eV

Entry ii
Below is an isolated molecule of C6H8, with properties calculated with ωB97M-V with the def2-TZVPD basis set.

Last column: Löwdin charge in e.
Cartesian coordinates (Å):
C -1.904 -0.995 -1.385  -0.010
C -1.138 -0.597 -0.376  -0.189
C 0.334 -0.596 -0.415  -0.266
C 1.059 -1.038 0.857  0.082
C 1.048 0.305 0.592  -0.196
C 1.163 1.717 0.936  -0.057
H -3.031 -1.084 -1.370  0.069
H -1.514 -1.195 -2.372  0.042
H -1.579 -0.324 0.502  0.071
H 0.613 -0.694 -1.517  0.138
H 1.454 -1.762 1.496  0.064
H 0.654 2.273 0.104  0.100
H 2.198 2.060 1.114  0.088
H 0.641 1.931 1.832  0.064

Summary:
Kohn-Sham gap = 0.3677 hartree
LUMO energy = 1.08 eV

In order of decreasing stability: entry ii, entry i.

Entry i
Below is an isolated molecule of C6H8, with properties calculated with ωB97M-V with the def2-TZVPD basis set.

Last column: Löwdin charge in e.
Cartesian coordinates (Å):
C 2.660 -1.366 -0.369  0.104
C 1.811 -0.764 0.235  -0.144
C 0.765 0.048 0.857  -0.192
C -0.234 0.590 -0.152  -0.310
C -1.659 0.755 0.289  -0.132
C -1.335 -0.140 -0.873  -0.117
H 3.407 -1.891 -0.918  0.020
H 0.269 -0.488 1.676  0.118
H 1.237 0.925 1.321  0.123
H 0.225 1.351 -0.777  0.135
H -2.205 1.683 0.154  0.096
H -1.893 0.234 1.215  0.099
H -1.502 -1.211 -0.801  0.101
H -1.546 0.271 -1.858  0.098

Summary:
Kohn-Sham gap = 0.4062 hartree
LUMO energy = 1.16 eV

Entry ii
Below is a cluster of 2 separate species, C6H8 in total, with properties calculated with ωB97M-V with the def2-TZVPD basis set.

Last column: Löwdin charge in e.
Cartesian coordinates (Å):
C -1.292 1.079 -1.876  -0.010
C -0.218 0.969 -1.124  -0.156
C 0.721 0.658 -0.281  -0.179
C 0.712 1.019 1.229  -0.078
H -1.923 0.185 -1.636  0.062
H -1.669 1.981 -2.398  0.062
H 1.386 -0.141 -0.613  0.092
H -0.214 1.564 1.438  0.081
H 0.956 0.186 1.808  0.024
H 1.497 1.721 1.454  0.057
C -0.549 -2.383 0.264  -0.022
C 0.510 -2.422 0.803  -0.050
H -1.542 -2.130 -0.123  0.040
H 1.624 -2.285 1.055  0.078

Summary:
Kohn-Sham gap = 0.3777 hartree
LUMO energy = 1.09 eV

In order of decreasing stability: entry i, entry ii.